The following is a quantum chemistry calculation of C17H21ClNO4SZr as an isolated structure in a non-equilibrium geometry, from the OMol25 dataset.

```
46
Properties=species:S:1:pos:R:3
Zr -0.341 -0.472 0.138
Cl 1.591 -6.853 -0.518
C 0.676 -5.389 -0.256
C -0.076 -5.263 0.914
C -0.807 -4.102 1.090
C -0.812 -3.087 0.143
O -1.611 -1.996 0.357
C 0.001 -3.179 -1.032
C 0.160 -2.175 -2.031
O -0.210 -0.903 -1.897
C 0.720 -4.395 -1.195
H -0.090 -6.060 1.643
H -1.437 -3.967 1.960
H 0.683 -2.432 -2.948
H 1.325 -4.527 -2.083
C 5.142 1.421 1.136
C 4.270 0.245 0.722
S 2.618 0.763 0.291
O 1.882 -0.586 0.070
C 2.831 1.417 -1.362
C 3.212 0.399 -2.420
H 6.099 1.045 1.495
H 4.683 1.995 1.941
H 5.349 2.096 0.305
H 4.104 -0.446 1.550
H 4.682 -0.325 -0.111
H 3.552 2.232 -1.249
H 1.867 1.880 -1.586
H 4.214 -0.003 -2.276
H 3.189 0.889 -3.394
H 2.498 -0.422 -2.434
C -1.173 1.634 -0.021
H -1.897 1.809 -0.817
H -0.423 2.429 -0.048
O 0.159 0.301 1.992
N -1.230 0.437 2.091
C -1.889 -0.391 2.991
C -3.224 -0.437 3.014
C -3.944 0.354 2.027
C -3.326 1.245 1.253
C -1.857 1.576 1.350
H -1.228 -0.992 3.599
H -3.730 -1.106 3.692
H -5.008 0.194 1.898
H -3.885 1.807 0.513
H -1.719 2.505 1.925
```

Values from the calculation:
<S²>: 0.784
Energy: -52286.9478 eV
LUMO level (alpha / beta): 0.0042 / 0.0042 Ha
Multiplicity: 2